Entry 1:
A structure of composition C16H20GeN2OOsS3, computed with ωB97M-V/def2-TZVPD.

Element x y z (Å)
Os -0.8300 -0.8729 0.1986
S 1.0840 -0.8491 -0.9543
C 0.3732 -0.6150 -2.5629
C 1.2774 -0.1770 -3.5334
C 0.7229 0.1498 -4.7739
C 1.5433 0.6453 -5.7957
N 2.2012 1.1276 -6.6367
C -0.6837 -0.0002 -5.0656
C -1.4663 -0.6295 -4.0918
C -0.9766 -0.9494 -2.8130
S -2.0588 -1.5492 -1.5623
C -1.2602 0.6074 -6.2132
N -1.6172 1.1319 -7.2028
H 2.3453 0.0230 -3.2766
H -2.4235 -0.9847 -4.4014
O -0.8703 -2.2733 1.6698
S 0.2467 -1.6991 2.8697
C -0.8804 -1.9162 4.3609
C -0.7085 -3.2948 4.8958
C 0.8071 -3.5735 4.6643
C 1.2577 -3.1593 3.2072
H -1.8813 -1.6775 4.0024
H -0.5745 -1.1558 5.1050
H -1.2674 -4.0493 4.3474
H -1.0281 -3.3931 5.9641
H 1.0283 -4.6427 4.8761
H 1.3134 -2.9073 5.4070
H 0.9495 -3.9509 2.5118
H 2.3249 -2.8910 3.1470
C -0.2436 4.0911 1.4398
Ge -0.0270 2.5866 0.1631
C -0.8028 3.1344 -1.5084
C 1.9150 2.3273 0.1061
C -1.0891 0.8636 0.5436
H -0.9771 4.7948 1.0743
H 0.7944 4.5080 1.4736
H -0.5067 3.7125 2.4221
H -0.5630 4.1788 -1.6463
H -1.8803 2.9257 -1.4320
H -0.3850 2.5452 -2.3332
H 2.5377 3.2044 0.2885
H 2.2293 1.8432 -0.8359
H 2.1011 1.6056 0.8819
H -2.0511 1.2047 1.0192

As for the spin multiplicity: 5. The HOMO energy (alpha / beta) comes out at -5.56 / -8.13 eV. The energy above the lowest of the compared OMol25 structures with the same formula, charge and spin comes out at 0.00 kJ/mol. Its expectation value of S² is 6.0427. Its charge is 0.

Entry 2:
A structure of composition C6H14N3O3P, computed with ωB97M-V/def2-TZVPD.

Element x y z (Å)
C 1.9073 -1.5359 0.9522
C 0.6214 -1.9024 2.4604
C 0.5410 -1.9860 0.9339
C -1.2480 1.7441 -2.7207
C -0.4399 1.9873 -1.4650
C -0.0516 0.7540 -0.7539
N 2.1394 -1.3503 2.1894
N 1.0498 0.9244 0.1906
N 0.3685 -3.3529 0.5302
O 3.6051 1.1258 0.4403
O 2.7870 -1.2966 -0.0735
O 2.6483 0.7621 -1.9269
P 2.4897 0.7902 -0.4662
H 0.0070 -1.1234 2.9647
H 0.5269 -2.7712 3.0827
H -0.2507 -1.3966 0.5692
H -1.4285 2.7323 -3.2185
H -0.6758 1.1120 -3.3035
H -2.2586 1.2598 -2.4459
H -1.0596 2.7076 -0.8450
H 0.4058 2.6774 -1.6475
H -0.9491 0.2736 -0.1583
H 0.1668 -0.0427 -1.4116
H 0.9687 1.0736 1.1840
H 3.6208 -1.1010 0.2587
H 0.0285 -3.4105 -0.4705
H 1.3541 -3.7834 0.5904

The HOMO energy comes out at -10.23 eV. The energy above the lowest of the compared OMol25 structures with the same formula, charge and spin comes out at 0.00 kJ/mol. Its charge is 0.

Entry 3:
The molecule C3H6OSe, computed with ωB97M-V/def2-TZVPD.

Element x y z (Å)
C 0.1841 -0.5115 0.5847
C -0.7516 0.6176 0.7522
C 0.6769 0.3734 -1.4730
O 1.2163 -0.0585 -0.3395
Se -0.7780 1.6085 -0.9095
H 0.6724 -0.7642 1.4700
H -0.3866 -1.3659 0.0278
H -1.6993 0.2984 0.9279
H -0.3642 1.3361 1.4823
H 1.4967 0.7543 -1.9378
H 0.1700 -0.5315 -1.9944

The SMILES is C1C[Se]CO1. The HOMO energy comes out at -8.35 eV. The energy above the lowest of the compared OMol25 structures with the same formula, charge and spin comes out at 32.63 kJ/mol. Its charge is 0.

Entry 4:
A cluster of 7 separate species, C18H48ClF3O6PS7 in total, computed with ωB97M-V/def2-TZVPD.

Element x y z (Å)
F 2.9915 4.1572 1.1784
C 1.9772 3.3925 1.6545
F 2.4985 2.4679 2.5036
F 1.1797 4.2030 2.4126
C 1.2202 2.7628 0.5112
C -0.2379 2.4590 0.7953
P -1.3148 3.9024 0.9611
S -0.7011 5.4793 -0.2172
C -3.0138 3.4336 0.6130
C -4.0231 4.0154 1.6080
C -5.3637 3.3319 1.4273
Cl -5.3137 1.6881 2.1123
H 1.3488 3.3643 -0.3779
H 1.6914 1.8117 0.2881
H -0.3908 1.8232 1.6612
H -0.6158 1.9011 -0.0586
H -1.2651 4.3351 2.2851
H -0.2607 6.3185 0.7315
H -3.2709 3.7753 -0.3856
H -3.0779 2.3494 0.6144
H -4.1582 5.0782 1.4288
H -3.6805 3.8898 2.6286
H -6.1686 3.8785 1.8935
H -5.5915 3.2155 0.3755
C -0.2841 -0.8957 -2.7154
S 0.7660 -1.1537 -1.2939
O 0.6809 0.0942 -0.4627
C 2.3283 -1.0556 -2.1665
H -1.3159 -0.8840 -2.3737
H -0.0303 0.0546 -3.1872
H -0.1595 -1.7235 -3.4107
H 2.4053 -0.0933 -2.6715
H 2.3851 -1.8743 -2.8830
H 3.1282 -1.1496 -1.4357
C -0.5240 -5.6999 -2.8409
S -1.9927 -4.9522 -3.5529
O -1.7858 -3.4753 -3.5150
C -3.0797 -5.3531 -2.1857
H 0.3032 -5.5216 -3.5247
H -0.3160 -5.2440 -1.8728
H -0.6830 -6.7719 -2.7309
H -2.6801 -4.9242 -1.2666
H -3.1600 -6.4353 -2.0915
H -4.0594 -4.9311 -2.4002
C -2.0490 -4.8363 3.7407
S -3.0567 -5.6215 2.4831
O -2.1207 -6.2986 1.5449
C -3.5724 -4.0969 1.6801
H -1.5927 -5.6203 4.3425
H -1.2708 -4.2415 3.2611
H -2.6728 -4.2086 4.3764
H -2.6923 -3.5433 1.3507
H -4.1617 -3.5027 2.3781
H -4.1855 -4.3637 0.8219
C -2.1389 7.4373 -5.3256
S -0.8555 6.1814 -5.3611
O -1.4344 4.9580 -4.7447
C 0.1720 6.9249 -4.0903
H -2.9190 7.1307 -6.0182
H -2.5476 7.5132 -4.3180
H -1.7208 8.3916 -5.6449
H -0.4136 7.0071 -3.1737
H 0.5243 7.9053 -4.4094
H 1.0227 6.2664 -3.9279
C 5.9694 0.5298 0.7010
S 5.2229 2.0785 0.1813
O 4.4227 1.7872 -1.0416
C 6.7505 2.8556 -0.3526
H 5.1692 -0.1306 1.0280
H 6.5014 0.0812 -0.1377
H 6.6496 0.7184 1.5310
H 7.2252 2.2400 -1.1162
H 7.4096 2.9805 0.5059
H 6.5006 3.8296 -0.7666
C 1.4658 -7.3316 3.8292
S 2.1348 -6.4280 5.2319
O 0.9752 -6.0065 6.0596
C 2.6480 -4.9838 4.2916
H 1.0479 -8.2622 4.2057
H 0.6830 -6.7431 3.3494
H 2.2671 -7.5499 3.1236
H 1.7834 -4.5541 3.7852
H 3.4109 -5.2743 3.5695
H 3.0626 -4.2633 4.9929

The HOMO energy comes out at -10.34 eV. Its charge is +1.

Entry 5:
A cluster of 3 separate species, C29H40F2NS in total, computed with ωB97M-V/def2-TZVPD.

Element x y z (Å)
C 8.3347 -1.5006 0.9911
C 7.4232 -0.2396 0.6510
C 7.0397 0.4347 2.0212
C 6.2309 1.7727 1.7321
C 4.6567 1.5996 1.9594
C 3.8152 1.8403 0.6238
C 2.4134 2.4670 1.0158
C 1.1880 1.6920 0.3690
C -0.1246 2.5687 0.2851
C -1.1047 2.3560 1.5200
C -2.5851 2.0357 1.0155
C -2.7919 0.4704 0.9251
C -4.1968 -0.0282 1.3575
C -5.3026 0.8117 1.8353
C -6.5583 0.1748 2.2410
C -6.6772 -1.3344 2.1690
N -5.6281 -2.0747 1.6888
C -4.4438 -1.4958 1.2931
S -3.1099 -2.5967 0.7125
H 8.4384 -2.1441 0.0784
H 7.8465 -2.1147 1.7938
H 9.3520 -1.1611 1.3148
H 7.9653 0.4798 -0.0114
H 6.4730 -0.5909 0.1634
H 7.9527 0.6838 2.6218
H 6.3795 -0.2605 2.6145
H 6.6292 2.5627 2.4288
H 6.4434 2.0534 0.6616
H 4.3698 2.3539 2.7386
H 4.4431 0.5694 2.3488
H 4.4097 2.5630 0.0017
H 3.7316 0.8424 0.1285
H 2.2953 2.4669 2.1370
H 2.4409 3.5424 0.6765
H 1.4433 1.3782 -0.6750
H 1.0545 0.7427 0.9623
H 0.2026 3.6464 0.3119
H -0.7020 2.3501 -0.6473
H -0.6911 1.5322 2.1588
H -1.1054 3.2805 2.1531
H -3.2541 2.4483 1.8239
H -2.7857 2.5655 0.0447
H -2.0605 0.0210 1.6593
H -2.4716 0.0614 -0.0739
H -5.1811 1.9189 1.8917
H -7.3578 0.8480 2.6163
H -7.6108 -1.8635 2.4677
H -5.7438 -3.0878 1.6293
H -3.2573 -2.6321 -0.6654
F -6.3257 -0.7065 -4.0628
C -7.2596 -0.4828 -3.1263
C -8.5358 -0.1202 -3.5136
C -9.5013 0.1052 -2.5427
C -9.1773 -0.0236 -1.1965
C -7.8888 -0.3838 -0.8165
C -6.9256 -0.6206 -1.7918
H -8.7675 -0.0167 -4.5662
H -10.5068 0.3823 -2.8344
H -9.9333 0.1579 -0.4411
H -7.6231 -0.4809 0.2279
H -5.9173 -0.9118 -1.5206
F 3.9519 -1.2372 -0.4730
C 4.0737 -1.9067 -1.6363
C 5.3091 -2.4071 -2.0047
C 5.4316 -3.1009 -3.2015
C 4.3210 -3.2765 -4.0192
C 3.0868 -2.7641 -3.6389
C 2.9600 -2.0792 -2.4371
H 6.1647 -2.2534 -1.3586
H 6.3925 -3.5040 -3.4970
H 4.4192 -3.8143 -4.9548
H 2.2228 -2.8978 -4.2787
H 2.0042 -1.6802 -2.1200

The HOMO energy comes out at -10.83 eV. Its charge is +1.

Entry 6:
The molecule C6H5F5I2, computed with ωB97M-V/def2-TZVPD.

Element x y z (Å)
C -0.6443 0.5503 0.2713
C 0.9139 0.7793 0.2314
C 1.4119 0.0959 -1.0410
C -0.9008 -0.9662 0.1680
C 0.7900 -1.3229 -1.1872
C -1.4751 1.0979 1.4097
F 1.5711 0.4032 1.3157
F 1.2061 0.8331 -2.1363
F 2.7824 -0.0413 -0.9973
F -0.5769 -1.6600 1.2307
F 0.3576 -1.6397 -2.4252
I -2.7379 -1.5132 -0.7022
I 2.0136 -2.8193 -0.3269
H -1.0661 0.7500 -0.6772
H 1.3165 1.7862 0.0036
H -1.4529 0.3241 2.1500
H -2.4712 1.3166 0.9642
H -1.0377 2.0260 1.7487

The HOMO energy comes out at -9.01 eV. The energy above the lowest of the compared OMol25 structures with the same formula, charge and spin comes out at 0.00 kJ/mol. Its charge is 0.

Entry 7:
A cluster of 2 separate species, C4H5NO2S2 in total, computed with ωB97M-V/def2-TZVPD.

Element x y z (Å)
C -2.3376 -0.6191 0.3291
C -2.6740 0.2117 -0.7057
C 0.9065 -1.0977 -1.1394
C -0.4792 -0.7643 -0.8073
N -1.1073 -1.1421 0.2567
O 1.6984 -1.5842 -0.3724
O 1.2064 -0.7630 -2.4003
S -1.3986 0.3263 -1.8303
S 1.9720 1.7360 1.2878
H -2.9613 -0.8710 1.1668
H -3.5869 0.7537 -0.8483
H 1.6239 0.4535 1.2923
H 2.1257 -0.9884 -2.6036
H 3.2552 1.4317 1.4539

The SMILES is O=C(O)c1nccs1.S. The HOMO energy comes out at -9.56 eV. The energy above the lowest of the compared OMol25 structures with the same formula, charge and spin comes out at 0.00 kJ/mol. Its charge is 0.

Entry 8:
A structure of composition C6H6O2, computed with ωB97M-V/def2-TZVPD.

Element x y z (Å)
C -2.1064 0.0949 -0.1484
C -1.2294 1.1848 -0.0119
C 0.1203 0.5189 0.3698
C 2.0708 0.0547 -0.0487
C 1.3767 -1.1322 -0.0662
C -0.0853 -0.7576 -0.2132
H -3.2148 -0.0451 0.0533
H -1.6232 2.1794 -0.4093
H 0.2773 0.3828 1.5148
H 3.1214 0.1135 0.0411
H 1.8195 -2.2090 0.1602
H -0.3648 -0.4591 -1.2571
O -1.4890 -1.0585 0.1395
O 1.3269 1.1325 -0.1237

The HOMO energy comes out at -8.73 eV. The energy above the lowest of the compared OMol25 structures with the same formula, charge and spin comes out at 428.29 kJ/mol. Its charge is 0.

Please write out number 8 again, unchanged.
A structure of composition C6H6O2, computed with ωB97M-V/def2-TZVPD.

Element x y z (Å)
C -2.1064 0.0949 -0.1484
C -1.2294 1.1848 -0.0119
C 0.1203 0.5189 0.3698
C 2.0708 0.0547 -0.0487
C 1.3767 -1.1322 -0.0662
C -0.0853 -0.7576 -0.2132
H -3.2148 -0.0451 0.0533
H -1.6232 2.1794 -0.4093
H 0.2773 0.3828 1.5148
H 3.1214 0.1135 0.0411
H 1.8195 -2.2090 0.1602
H -0.3648 -0.4591 -1.2571
O -1.4890 -1.0585 0.1395
O 1.3269 1.1325 -0.1237

The HOMO energy comes out at -8.73 eV. The energy above the lowest of the compared OMol25 structures with the same formula, charge and spin comes out at 428.29 kJ/mol. Its charge is 0.